{
  "formula": "C18H19ClN2O5S",
  "method": "ωB97M-V/def2-TZVPD",
  "species": ["O", "C", "C", "O", "C", "C", "C", "C", "C", "C", "Cl", "N", "C", "C", "C", "C", "S", "O", "O", "N", "C", "C", "O", "C", "C", "C", "C", "H", "H", "H", "H", "H", "H", "H", "H", "H", "H", "H", "H", "H", "H", "H", "H", "H", "H", "H"],
  "coordinates": [[-3.0635, -2.6295, 0.1955], [-3.3299, -1.4783, 0.4485], [-4.7686, -1.0294, 0.7516], [-4.9728, 0.3384, 0.4830], [-4.9566, 0.7588, -0.8218], [-5.4341, 0.0295, -1.9026], [-5.4229, 0.5779, -3.1737], [-4.9358, 1.8545, -3.3872], [-4.4428, 2.5911, -2.3233], [-4.4468, 2.0397, -1.0570], [-3.7958, 2.9269, 0.2797], [-2.4545, -0.4439, 0.5239], [-1.0836, -0.4300, 0.2799], [-0.3661, -1.5823, -0.0367], [0.9956, -1.4959, -0.2656], [1.6336, -0.2742, -0.1769], [3.3952, -0.1444, -0.4364], [3.6763, 1.0039, -1.2467], [3.8956, -1.4213, -0.8679], [3.8732, 0.2287, 1.1344], [3.9530, -0.9208, 2.0144], [5.3009, -1.6363, 1.8710], [6.3733, -0.7377, 2.0596], [6.3240, 0.3147, 1.1204], [5.0219, 1.1065, 1.2574], [0.9317, 0.8763, 0.1328], [-0.4272, 0.8014, 0.3598], [-5.4647, -1.6839, 0.2192], [-4.9473, -1.1451, 1.8253], [-5.8211, -0.9664, -1.7579], [-5.8012, -0.0024, -4.0009], [-4.9310, 2.2781, -4.3789], [-4.0448, 3.5822, -2.4726], [-2.8565, 0.4590, 0.7610], [-0.8778, -2.5280, -0.1036], [1.5754, -2.3684, -0.5228], [3.1349, -1.5948, 1.7592], [3.8246, -0.5636, 3.0417], [5.4135, -2.4081, 2.6343], [5.3573, -2.0881, 0.8713], [7.1907, 0.9455, 1.3241], [6.3892, -0.0883, 0.0985], [4.9410, 1.8549, 0.4700], [4.9731, 1.5877, 2.2396], [1.4622, 1.8131, 0.1808], [-0.9909, 1.6922, 0.5956]],
  "charge": 0,
  "gap_ev": 9.34,
  "smiles": "O=C(COc1ccccc1Cl)Nc1ccc(S(=O)(=O)N2CCOCC2)cc1",
  "homo_energy_ev": -8.83,
  "molar_mass_da": 410.9,
  "multiplicity": 1,
  "e_lumo_ev": 0.517,
  "de_lowest_kcal_mol": 34.43
}